(1)
Entry from the Open Molecules 2025 dataset: one molecule with the formula C18H25ClN2O2 (ωB97M-V/def2-TZVPD).

Each line ends with the natural charge from an NBO analysis.
CARTESIAN COORDINATES (ANGSTROEM)
C: -2.999 -0.254 -4.611  -0.609
C: -2.241 -1.183 -3.666  -0.062
N: -1.012 -0.544 -3.230  -0.601
C: -0.762 -0.203 -1.955  0.705
O: -1.560 -0.422 -1.056  -0.670
C: 0.574 0.481 -1.726  -0.481
H: 1.165 0.447 -2.643  0.210
H: 1.113 -0.078 -0.957  0.246
C: 0.417 1.951 -1.272  -0.124
C: 0.442 2.025 0.268  0.694
O: 1.277 2.660 0.881  -0.651
N: -0.551 1.337 0.859  -0.640
H: -1.097 0.680 0.304  0.436
C: -0.591 1.154 2.297  -0.247
C: 0.027 -0.171 2.662  -0.043
C: 1.411 -0.301 2.683  -0.205
C: 2.003 -1.522 2.948  -0.218
C: 1.199 -2.624 3.193  -0.046
C: -0.181 -2.516 3.172  -0.244
C: -0.760 -1.289 2.901  -0.148
H: -1.836 -1.203 2.876  0.207
H: -0.794 -3.384 3.361  0.225
Cl: 1.931 -4.156 3.529  -0.002
H: 3.077 -1.621 2.967  0.225
H: 2.026 0.565 2.484  0.234
H: -1.632 1.201 2.628  0.202
H: -0.023 1.976 2.741  0.237
C: -0.846 2.635 -1.815  -0.407
C: -0.567 4.124 -1.610  -0.408
C: 0.960 4.279 -1.738  -0.413
H: 1.232 4.860 -2.619  0.203
H: 1.361 4.785 -0.862  0.224
C: 1.527 2.855 -1.826  -0.386
H: 2.442 2.751 -1.247  0.237
H: 1.736 2.592 -2.864  0.191
H: -0.888 4.421 -0.612  0.209
H: -1.104 4.738 -2.332  0.210
H: -0.943 2.412 -2.881  0.197
H: -1.755 2.313 -1.311  0.227
H: -0.333 -0.341 -3.946  0.394
C: -1.924 -2.520 -4.330  -0.609
H: -2.844 -3.024 -4.610  0.216
H: -1.371 -3.160 -3.647  0.219
H: -1.326 -2.367 -5.227  0.198
H: -2.828 -1.348 -2.757  0.234
H: -3.208 0.694 -4.122  0.218
H: -2.414 -0.065 -5.509  0.198
H: -3.942 -0.708 -4.903  0.215

The HOMO energy comes out at -0.32272 Eh. As for the LUMO energy: 0.57 eV. The value obtained for the energy relative to the best compared isomer or geometry (same formula, charge and spin) is 0.0 kJ/mol. Its structure (SMILES) is CC(C)NC(=O)CC1(C(=O)NCc2ccc(Cl)cc2)CCCC1. The orbital gap is 0.3435 hartree.



(2)
Entry from the Open Molecules 2025 dataset: one molecule with the formula C9H11NOS (ωB97M-V/def2-TZVPD).

Each line ends with the natural charge from an NBO analysis.
CARTESIAN COORDINATES (ANGSTROEM)
C: -0.222 -2.209 1.599  0.279
C: 0.529 0.680 -1.859  -0.261
C: 1.055 1.764 -2.500  -0.394
C: 0.214 2.343 -0.266  -0.413
C: 0.027 1.003 -0.567  -0.121
C: 1.580 -0.576 1.356  -0.627
C: -1.905 -0.798 -0.432  -0.641
C: 0.478 -1.342 0.690  -0.385
C: -0.779 0.024 0.292  0.385
N: -0.928 -2.931 2.146  -0.347
O: -1.207 0.568 1.506  -0.710
S: 1.019 3.187 -1.464  0.464
H: 0.481 -0.273 -2.192  0.216
H: 1.728 1.843 -3.412  0.247
H: -0.187 2.708 0.589  0.241
H: 1.206 0.360 1.937  0.236
H: 2.115 -1.320 2.020  0.220
H: 2.401 -0.198 0.649  0.224
H: -2.521 -0.105 -1.065  0.222
H: -2.553 -1.303 0.352  0.220
H: -1.511 -1.451 -1.077  0.209
H: 0.875 -1.860 -0.161  0.241
H: -1.895 -0.113 1.855  0.493

The HOMO energy comes out at -0.32648 Eh. As for the LUMO energy: 0.65 eV. The value obtained for the energy relative to the best compared isomer or geometry (same formula, charge and spin) is 233.9 kJ/mol. Its structure (SMILES) is C[C@@H](C#N)[C@@](C)(O)c1ccsc1. The orbital gap is 0.3504 hartree.



(3)
Entry from the Open Molecules 2025 dataset: one molecule with the formula CHFS2 (ωB97M-V/def2-TZVPD).

Each line ends with the natural charge from an NBO analysis.
CARTESIAN COORDINATES (ANGSTROEM)
C: -0.747 -0.323 -0.047  -0.028
F: -0.699 -1.664 0.155  -0.289
S: -3.877 -0.083 -0.041  -0.358
S: -2.072 0.642 0.107  0.483
H: 0.040 0.363 0.181  0.192

The HOMO energy (alpha / beta) comes out at -0.33107 / -0.33105 Eh. As for the LUMO energy (alpha / beta): -1.19 / -1.20 eV. The value obtained for the energy relative to the best compared isomer or geometry (same formula, charge and spin) is 102.0 kJ/mol. The orbital gap (alpha / beta) is 0.2872 / 0.2871 hartree.



(4)
Entry from the Open Molecules 2025 dataset: a 4-piece molecular cluster, C35H37BF25N4O8PS2 overall (ωB97M-V/def2-TZVPD).

Each line ends with the Mulliken charge.
CARTESIAN COORDINATES (ANGSTROEM)
C: 4.544 10.304 -0.717  -0.847
C: 5.311 9.273 -1.771  -0.315
C: 4.897 7.741 -1.265  -0.029
F: 5.502 7.408 0.069  -0.392
N: 5.327 6.689 -2.265  -0.042
C: 6.622 5.941 -1.884  0.248
O: 7.898 6.372 -1.994  -0.552
C: 5.992 4.551 -1.287  0.124
C: 6.653 3.272 -0.504  -0.615
C: 5.751 1.966 0.004  0.371
B: 6.647 0.755 0.741  0.203
O: 7.417 -0.250 -0.024  -0.567
N: 6.713 0.703 2.277  -0.039
C: 6.991 -0.724 2.732  -0.797
C: 7.950 1.483 2.765  -0.792
C: 4.099 1.865 -0.204  0.330
P: 3.067 0.375 0.400  0.156
O: 3.583 -0.200 1.976  -0.459
O: 1.379 0.753 0.598  -0.154
C: 3.402 3.155 -1.011  0.484
C: 1.806 3.265 -1.379  -0.236
C: 1.500 2.303 -2.683  -0.721
C: 0.203 1.315 -2.515  -0.225
S: -1.375 2.326 -2.165  -0.119
C: -2.140 1.378 -0.692  -0.170
S: -2.342 -0.315 -0.807  0.004
N: -2.488 2.227 0.513  0.259
C: -3.223 3.565 0.387  -0.219
C: -3.299 3.990 1.980  -0.258
N: -2.633 2.863 2.797  -0.501
C: -2.114 1.756 1.901  -0.108
C: 4.376 4.381 -1.498  -0.417
C: 4.091 5.767 -2.324  -0.084
O: 3.033 6.171 -3.033  -0.568
H: 5.395 10.756 -0.037  0.253
H: 3.810 9.707 -0.009  0.275
H: 3.896 11.123 -1.252  0.272
H: 6.478 9.426 -1.745  0.289
H: 4.878 9.400 -2.873  0.254
H: 3.725 7.780 -1.091  0.369
H: 7.823 3.287 -0.313  0.199
H: 8.357 0.101 -0.065  0.326
H: 6.320 -1.518 2.190  0.251
H: 6.798 -0.809 3.895  0.276
H: 8.139 -0.955 2.548  0.320
H: 7.719 2.630 2.901  0.245
H: 8.240 1.012 3.819  0.306
H: 8.851 1.290 2.033  0.278
H: 3.684 0.592 2.581  0.320
H: 1.310 1.345 1.418  0.292
H: 1.076 3.111 -0.477  0.192
H: 1.621 4.383 -1.756  0.370
H: 1.256 3.013 -3.612  0.303
H: 2.493 1.728 -2.999  0.373
H: 0.006 0.824 -3.585  0.346
H: 0.350 0.419 -1.777  -0.014
H: -3.620 4.117 -0.565  0.314
H: -3.802 4.989 2.395  0.290
H: -1.542 0.758 2.136  0.383
C: -0.237 -5.512 -2.164  -0.963
C: -0.397 -4.102 -1.575  1.076
C: 0.127 -3.934 -0.154  0.065
F: -0.513 -4.736 0.730  -0.220
F: -0.064 -2.660 0.281  -0.207
F: -1.701 -3.723 -1.671  -0.249
F: 0.296 -3.243 -2.388  -0.355
O: -1.388 -6.357 -2.096  -0.210
C: -1.560 -7.057 -0.864  0.742
C: -2.832 -6.640 -0.115  0.478
F: -2.833 -5.312 0.168  -0.214
F: -2.935 -7.289 1.075  -0.278
F: -0.438 -6.925 -0.116  -0.285
F: -1.634 -8.374 -1.196  -0.298
H: -0.065 -5.380 -3.239  0.437
H: 0.666 -6.016 -1.804  0.296
H: 1.200 -4.143 -0.102  0.242
H: -3.726 -6.859 -0.705  0.021
C: -4.317 1.825 5.658  -0.423
C: -5.221 3.066 5.717  0.779
C: -5.069 3.915 6.974  0.084
F: -5.376 3.229 8.100  -0.220
F: -5.911 4.982 6.937  -0.279
F: -6.514 2.686 5.528  -0.282
F: -4.906 3.847 4.636  -0.273
O: -4.918 0.589 6.050  -0.419
C: -4.924 0.330 7.453  0.733
C: -6.339 0.264 8.041  0.210
F: -7.019 1.422 7.839  -0.210
F: -6.302 0.067 9.386  -0.257
F: -4.134 1.236 8.077  -0.273
F: -4.306 -0.872 7.609  -0.299
H: -4.064 1.677 4.602  0.203
H: -3.350 1.987 6.149  0.365
H: -4.050 4.302 7.068  0.285
H: -6.915 -0.548 7.590  0.237
C: -3.890 -6.783 -4.735  -0.598
C: -4.794 -7.742 -3.944  0.781
C: -4.687 -9.208 -4.347  0.074
F: -5.036 -9.415 -5.638  -0.226
F: -5.526 -9.974 -3.599  -0.280
F: -6.080 -7.302 -4.012  -0.296
F: -4.439 -7.636 -2.625  -0.291
O: -4.508 -6.088 -5.821  -0.413
C: -4.565 -6.807 -7.052  0.696
C: -6.001 -7.108 -7.500  0.209
F: -6.671 -7.838 -6.572  -0.210
F: -6.014 -7.836 -8.648  -0.254
F: -3.797 -7.918 -6.956  -0.273
F: -3.955 -6.011 -7.973  -0.294
H: -3.599 -5.989 -4.038  0.391
H: -2.942 -7.248 -5.029  0.375
H: -3.671 -9.586 -4.195  0.293
H: -6.561 -6.185 -7.671  0.242

The HOMO energy comes out at -0.32536 Eh. As for the LUMO energy: -1.99 eV. Its structure (SMILES) is CC[C@H](F)N1C(=O)c2cc(B(O)N(C)C)c(P(O)O)c(CCCSC(=S)n3ccnc3)c2C1=O.FC(F)C(F)(F)COC(F)(F)C(F)F.FC(F)C(F)(F)COC(F)(F)C(F)F.FC(F)C(F)(F)COC(F)(F)C(F)F. The orbital gap is 0.2522 hartree.



(5)
Entry from the Open Molecules 2025 dataset: C46H56AlGeNO6S2SeSi as an isolated structure (ωB97M-V/def2-TZVPD).

Each line ends with the Mulliken charge.
CARTESIAN COORDINATES (ANGSTROEM)
Al: 0.061 -0.476 -0.828  1.242
C: 0.302 3.810 2.843  -1.224
C: -0.228 2.395 2.629  1.545
C: 0.630 1.407 3.405  -1.399
C: -1.691 2.324 3.039  -1.634
O: -0.164 1.990 1.237  0.691
Si: 0.545 2.759 -0.018  -0.681
S: 0.283 1.528 -1.720  -1.284
O: -0.077 4.233 -0.319  0.153
C: -1.258 4.724 -0.971  1.833
C: -2.438 3.793 -0.727  -1.312
C: -0.963 4.855 -2.460  -1.593
C: -1.522 6.092 -0.355  -1.819
O: 2.098 2.990 0.419  0.959
C: 3.193 3.749 -0.104  1.644
C: 2.827 5.227 -0.172  -1.559
C: 4.334 3.539 0.883  -1.549
C: 3.562 3.220 -1.483  -1.229
H: 0.170 4.076 3.892  0.547
H: -0.244 4.531 2.236  0.108
H: 1.360 3.877 2.598  0.125
H: 0.629 1.654 4.468  0.534
H: 1.657 1.456 3.038  0.134
H: 0.250 0.393 3.292  0.020
H: -1.789 2.436 4.119  0.422
H: -2.121 1.366 2.758  0.103
H: -2.257 3.123 2.559  0.376
H: -2.262 2.811 -1.166  0.183
H: -3.340 4.214 -1.173  0.572
H: -2.610 3.668 0.342  0.084
H: -0.736 3.882 -2.895  0.260
H: -0.112 5.518 -2.617  0.311
H: -1.827 5.272 -2.979  0.485
H: -1.721 5.995 0.713  0.362
H: -2.383 6.565 -0.827  0.470
H: -0.653 6.738 -0.487  0.319
H: 2.501 5.580 0.807  0.286
H: 2.019 5.399 -0.879  0.148
H: 3.696 5.809 -0.481  0.523
H: 4.055 3.925 1.864  0.371
H: 5.234 4.057 0.548  0.412
H: 4.554 2.478 0.981  0.132
H: 2.742 3.363 -2.188  0.231
H: 3.778 2.152 -1.432  0.019
H: 4.441 3.741 -1.866  0.513
Se: -1.137 -2.071 0.708  -0.132
C: -1.742 -1.427 2.307  0.325
N: -2.126 -1.140 3.357  -0.696
O: 1.647 -0.560 0.162  -0.576
S: 2.103 -1.381 1.370  -0.106
C: 3.801 -0.869 1.497  0.735
C: 4.426 -1.028 2.724  -0.427
C: 5.761 -0.673 2.847  -0.792
C: 6.446 -0.169 1.751  -0.467
C: 5.801 -0.006 0.532  -0.778
C: 4.466 -0.350 0.398  0.050
C: 2.335 -3.044 0.796  0.806
C: 1.957 -4.053 1.668  -0.421
C: 2.111 -5.373 1.272  -0.740
C: 2.613 -5.660 0.011  -0.490
C: 2.971 -4.636 -0.858  -0.849
C: 2.844 -3.314 -0.465  -0.394
H: 3.876 -1.416 3.572  0.453
H: 6.262 -0.786 3.798  0.438
H: 7.486 0.110 1.851  0.416
H: 6.335 0.406 -0.313  0.410
H: 3.935 -0.202 -0.533  0.211
H: 1.516 -3.807 2.625  0.401
H: 1.814 -6.172 1.937  0.459
H: 2.719 -6.689 -0.303  0.438
H: 3.347 -4.867 -1.845  0.435
H: 3.091 -2.509 -1.143  0.309
O: -1.376 -1.088 -2.216  0.344
C: -0.526 -1.931 -2.568  0.481
O: 0.608 -1.881 -1.954  -0.217
C: -0.768 -2.969 -3.611  -1.137
C: -2.158 -2.912 -4.228  -1.207
Ge: -3.574 -3.733 -3.136  1.459
C: -4.215 -2.662 -1.648  0.347
C: -4.660 -3.283 -0.483  -0.052
C: -5.145 -2.536 0.582  -0.713
C: -5.189 -1.154 0.493  -0.540
C: -4.755 -0.522 -0.664  -0.447
C: -4.274 -1.272 -1.725  -0.564
C: -5.066 -4.162 -4.323  -0.073
C: -6.158 -4.869 -3.818  -0.062
C: -7.241 -5.183 -4.624  -0.757
C: -7.253 -4.787 -5.955  -0.407
C: -6.180 -4.077 -6.471  -0.684
C: -5.096 -3.770 -5.659  -0.406
C: -2.834 -5.407 -2.446  -0.300
C: -2.046 -5.420 -1.294  0.251
C: -1.446 -6.590 -0.852  -0.737
C: -1.627 -7.772 -1.557  -0.544
C: -2.407 -7.777 -2.704  -0.653
C: -3.004 -6.603 -3.144  -0.647
H: -0.573 -3.935 -3.133  0.204
H: 0.022 -2.848 -4.358  0.575
H: -2.149 -3.491 -5.155  0.451
H: -2.419 -1.886 -4.489  0.536
H: -4.618 -4.363 -0.393  0.325
H: -5.470 -3.031 1.487  0.393
H: -5.545 -0.569 1.331  0.400
H: -4.782 0.558 -0.735  0.433
H: -3.912 -0.762 -2.610  0.200
H: -6.166 -5.178 -2.778  0.401
H: -8.078 -5.734 -4.215  0.391
H: -8.098 -5.029 -6.586  0.377
H: -6.187 -3.762 -7.507  0.386
H: -4.269 -3.211 -6.081  0.257
H: -1.907 -4.508 -0.723  0.448
H: -0.843 -6.578 0.048  0.494
H: -1.164 -8.688 -1.212  0.379
H: -2.556 -8.697 -3.255  0.400
H: -3.617 -6.621 -4.038  0.364

The HOMO energy comes out at -0.30667 Eh. As for the LUMO energy: -0.15 eV. The value obtained for the energy relative to the best compared isomer or geometry (same formula, charge and spin) is 9.0 kJ/mol. The orbital gap is 0.3012 hartree.



(6)
Entry from the Open Molecules 2025 dataset: C20H26N2O3S as an isolated structure (ωB97M-V/def2-TZVPD).

Each line ends with the natural charge from an NBO analysis.
CARTESIAN COORDINATES (ANGSTROEM)
O: -0.181 -0.438 0.309  -0.548
C: -0.079 0.746 0.557  0.598
C: 1.229 1.336 1.057  -0.535
C: 1.571 2.644 0.394  -0.003
C: 2.136 2.598 -0.929  -0.201
C: 2.410 3.712 -1.644  -0.187
C: 2.125 4.965 -1.046  0.064
N: 2.315 6.171 -1.591  -0.608
S: 1.839 7.237 -0.505  0.966
N: 1.361 6.278 0.692  -0.629
C: 1.573 5.024 0.272  0.154
C: 1.298 3.834 0.986  -0.218
C: -1.235 1.687 0.409  -0.070
C: -1.651 2.115 -0.844  -0.206
C: -2.706 3.006 -0.950  -0.202
C: -3.351 3.464 0.189  -0.204
C: -2.939 3.030 1.440  -0.202
C: -1.875 2.150 1.553  -0.217
H: 2.011 0.599 0.883  0.242
H: 1.113 1.492 2.132  0.245
H: 2.351 1.625 -1.355  0.215
H: 2.837 3.667 -2.634  0.233
H: 0.864 3.888 1.975  0.225
H: -1.147 1.753 -1.730  0.219
H: -3.024 3.337 -1.928  0.218
H: -4.176 4.158 0.099  0.218
H: -3.452 3.382 2.324  0.218
H: -1.560 1.818 2.534  0.213
C: -1.357 -3.870 2.880  -0.630
C: -2.218 -4.107 1.648  0.096
C: -1.483 -4.922 0.597  -0.632
O: -2.658 -2.869 1.097  -0.721
H: -0.456 -3.314 2.607  0.199
H: -1.903 -3.285 3.620  0.216
H: -1.050 -4.812 3.337  0.208
H: -3.131 -4.627 1.940  0.170
H: -0.593 -4.381 0.265  0.200
H: -2.116 -5.087 -0.274  0.217
H: -1.165 -5.890 0.987  0.207
H: -1.873 -2.374 0.830  0.469
C: 0.880 -3.030 -2.878  -0.633
C: 2.187 -3.027 -2.100  0.096
C: 1.977 -3.441 -0.654  -0.638
O: 2.804 -1.740 -2.163  -0.718
H: 0.173 -2.327 -2.428  0.204
H: 1.048 -2.728 -3.912  0.216
H: 0.420 -4.020 -2.874  0.211
H: 2.896 -3.704 -2.579  0.173
H: 1.307 -2.730 -0.160  0.210
H: 2.921 -3.441 -0.108  0.216
H: 1.534 -4.434 -0.584  0.209
H: 2.197 -1.120 -1.742  0.455

The HOMO energy comes out at -0.33887 Eh. As for the LUMO energy: -0.68 eV. The value obtained for the energy relative to the best compared isomer or geometry (same formula, charge and spin) is 165.3 kJ/mol. The orbital gap is 0.3139 hartree.



Largest force on an atom (eV/A)
0.6 5.2 2.8 9.5 0.5 0.4
Total energy (a.u.)
-1421.15040 -877.64846 -934.87149 -5835.38992 -8099.70059 -1511.11942